{
  "formula": "C5H8S",
  "method": "ωB97M-V/def2-TZVPD",
  "e_above_lowest_kj_mol": 324.99,
  "total_charge": 0,
  "multiplicity": 1,
  "energy_ev": -16146.2691,
  "symbols": ["C", "C", "C", "C", "C", "H", "H", "H", "H", "H", "H", "H", "H", "S"],
  "positions_angstrom": [[-1.37, 0.16, 0.73], [0.06, 0.21, -0.08], [0.31, 1.50, -0.57], [0.95, -1.00, -0.25], [2.25, -0.68, 0.01], [-3.55, -0.81, 0.20], [-1.06, -0.55, 1.63], [-1.70, 1.15, 1.18], [-0.57, 2.15, -0.20], [1.05, 1.72, -1.35], [0.58, -2.00, -0.98], [2.87, -1.55, -0.43], [2.63, 0.20, 0.58], [-2.44, -0.50, -0.46]],
  "nbo_charge": [-0.609, -0.025, -0.411, -0.257, -0.395, 0.115, 0.222, 0.223, 0.211, 0.221, 0.249, 0.209, 0.234, 0.014]
}



{
  "formula": "C6H14N3O",
  "method": "ωB97M-V/def2-TZVPD",
  "e_above_lowest_kj_mol": 0.00,
  "total_charge": 1,
  "multiplicity": 3,
  "energy_ev": -12955.2033,
  "s_squared": 2.008,
  "symbols": ["C", "C", "C", "C", "C", "C", "N", "N", "N", "O", "H", "H", "H", "H", "H", "H", "H", "H", "H", "H", "H", "H", "H", "H"],
  "positions_angstrom": [[-2.24, 0.83, -0.24], [2.14, -0.36, -0.14], [1.51, -1.66, 0.37], [0.09, 0.06, 0.79], [1.34, 1.97, -0.15], [-1.67, -0.23, -0.87], [1.09, 0.61, 0.05], [-1.83, -1.54, -0.58], [0.29, -1.24, 1.04], [-2.94, 0.77, 1.04], [-2.15, 1.77, -0.79], [3.00, 0.02, 0.49], [2.55, -0.44, -1.10], [1.19, -2.29, -0.63], [2.16, -2.36, 0.87], [-0.63, 0.66, 1.37], [2.29, 2.23, 0.35], [1.39, 2.12, -1.25], [0.50, 2.47, 0.25], [-1.46, 0.05, -1.88], [-3.41, 1.59, 1.27], [-2.53, -1.98, -0.01], [-1.38, -2.25, -1.23], [-0.30, -1.94, 1.57]],
  "lowdin_spin": [0.619, 0.012, 0.007, 0.184, 0.016, 0.378, 0.150, 0.288, 0.063, 0.172, 0.029, 0.006, 0.003, 0.003, 0.001, 0.019, 0.007, 0.003, 0.003, 0.014, -0.001, 0.015, 0.004, 0.003]
}



{
  "formula": "C2H3Cl3O3P",
  "method": "ωB97M-V/def2-TZVPD",
  "total_charge": -1,
  "multiplicity": 3,
  "energy_ev": -55120.7561,
  "s_squared": 2.005,
  "symbols": ["C", "C", "O", "O", "O", "P", "Cl", "Cl", "Cl", "H", "H", "H"],
  "positions_angstrom": [[-0.92, 0.67, -1.35], [1.76, -0.21, 0.81], [-1.63, -0.51, 2.22], [-1.36, -1.84, 0.00], [-1.32, 0.73, 0.00], [-1.23, -0.65, 0.83], [1.98, 1.43, 1.49], [2.61, -1.36, 1.87], [2.59, -0.24, -0.78], [-1.16, 1.63, -1.79], [-1.45, -0.13, -1.87], [0.15, 0.48, -1.42]],
  "lowdin_spin": [0.021, 0.684, 0.133, 0.139, 0.113, 0.379, 0.162, 0.167, 0.185, 0.004, 0.006, 0.008]
}



{
  "formula": "C4H14NO",
  "method": "ωB97M-V/def2-TZVPD",
  "e_above_lowest_kj_mol": 204.09,
  "total_charge": 0,
  "multiplicity": 2,
  "energy_ev": -7908.8651,
  "s_squared": 0.750,
  "symbols": ["C", "C", "N", "C", "C", "H", "H", "H", "H", "H", "H", "H", "H", "H", "H", "H", "H", "H", "H", "O"],
  "positions_angstrom": [[1.28, -1.23, 0.22], [0.36, -0.82, 1.35], [-0.85, -0.11, 0.68], [-0.86, 1.41, 0.54], [0.29, 1.87, -0.32], [2.15, -1.80, 0.65], [0.70, -1.90, -0.43], [1.63, -0.42, -0.39], [0.78, -0.19, 2.15], [-0.07, -1.69, 1.84], [-1.20, -0.58, -0.20], [-1.58, -0.33, 1.42], [-1.82, 1.53, 0.07], [-0.83, 1.82, 1.55], [0.41, 1.22, -1.17], [1.26, 1.68, 0.21], [0.15, 2.92, -0.60], [-0.15, -1.67, -2.77], [-0.86, -0.43, -2.64], [-0.80, -1.28, -2.17]],
  "lowdin_spin": [0.024, 0.113, 0.127, 0.141, 0.031, 0.004, 0.009, 0.002, 0.021, 0.058, 0.060, 0.198, 0.058, 0.042, 0.008, 0.003, 0.007, 0.013, 0.019, 0.062]
}



{
  "formula": "C55H94F4IO19PS2",
  "method": "ωB97M-V/def2-TZVPD",
  "total_charge": 0,
  "multiplicity": 1,
  "energy_ev": -147370.0213,
  "symbols": ["C", "C", "C", "O", "O", "C", "C", "C", "C", "C", "C", "C", "C", "O", "C", "C", "C", "C", "C", "P", "O", "O", "O", "C", "C", "C", "C", "O", "C", "C", "I", "C", "S", "O", "O", "F", "C", "C", "O", "C", "C", "C", "S", "O", "O", "C", "F", "F", "F", "C", "C", "O", "H", "H", "H", "H", "H", "H", "H", "H", "H", "H", "H", "H", "H", "H", "H", "H", "H", "H", "H", "H", "H", "H", "H", "H", "H", "H", "H", "H", "H", "H", "H", "H", "H", "H", "C", "C", "O", "C", "C", "H", "H", "H", "H", "H", "H", "H", "H", "H", "H", "C", "C", "O", "C", "C", "H", "H", "H", "H", "H", "H", "H", "H", "H", "H", "C", "C", "O", "C", "C", "H", "H", "H", "H", "H", "H", "H", "H", "H", "H", "C", "C", "O", "C", "C", "H", "H", "H", "H", "H", "H", "H", "H", "H", "H", "C", "C", "O", "C", "C", "H", "H", "H", "H", "H", "H", "H", "H", "H", "H", "C", "C", "O", "C", "C", "H", "H", "H", "H", "H", "H", "H", "H", "H", "H"],
  "positions_angstrom": [[-0.94, -3.86, 4.68], [-0.86, -4.53, 3.40], [0.51, -5.02, 2.75], [1.11, -6.00, 3.26], [1.05, -4.31, 1.64], [1.23, -5.19, 0.48], [0.51, -4.57, -0.85], [0.43, -2.95, -0.80], [-1.00, -2.51, -0.23], [-0.89, -0.93, 0.18], [-1.61, -0.64, 1.59], [-2.43, 0.73, 1.66], [-1.82, 2.01, 2.30], [-0.54, 2.13, 2.88], [0.54, 1.77, 1.98], [0.37, 2.21, 0.46], [0.31, 3.80, 0.20], [0.44, 4.07, -1.40], [-2.72, 3.31, 2.34], [-2.16, 4.93, 3.13], [-3.08, 6.12, 2.79], [-2.20, 4.64, 4.84], [-0.56, 5.37, 2.75], [-4.17, 3.33, 1.75], [-4.76, 2.05, 1.12], [-3.86, 0.75, 1.07], [-4.56, -0.51, 0.34], [-3.91, -1.19, -0.48], [-6.10, -0.71, 0.72], [-6.78, -2.07, 1.02], [-5.43, -3.81, 0.91], [-8.31, -2.21, 1.40], [-8.89, -3.92, 1.65], [-8.14, -4.55, 2.81], [-8.63, -4.67, 0.36], [-10.50, -4.15, 1.96], [-9.15, -0.90, 1.51], [-10.68, -0.96, 1.96], [-11.48, -0.60, 0.82], [-12.15, -1.74, 0.22], [-11.50, -2.21, -1.19], [-8.53, 0.51, 1.20], [-9.42, 2.12, 1.24], [-10.83, 2.10, 1.73], [-9.51, 2.59, -0.21], [-8.55, 3.43, 2.30], [-9.50, 3.94, 3.24], [-8.17, 4.57, 1.53], [-7.50, 2.91, 3.08], [-7.01, 0.58, 0.79], [-6.23, 1.95, 0.47], [-6.62, 2.87, -0.27], [-0.60, -2.77, 4.79], [-1.36, -4.36, 5.62], [-1.85, -4.74, 2.85], [0.73, -6.19, 0.71], [2.35, -5.26, 0.27], [1.05, -4.91, -1.80], [-0.56, -4.96, -0.87], [0.56, -2.49, -1.84], [1.22, -2.49, -0.12], [-1.29, -3.07, 0.74], [-1.84, -2.66, -1.01], [0.17, -0.53, 0.09], [-1.52, -0.38, -0.62], [-2.36, -1.49, 1.77], [-0.83, -0.71, 2.44], [0.74, 0.63, 2.02], [1.51, 2.26, 2.40], [-0.51, 1.71, -0.09], [1.32, 1.84, -0.10], [-0.72, 4.19, 0.50], [1.14, 4.39, 0.71], [1.10, 3.23, -1.84], [-0.60, 4.02, -1.90], [0.95, 5.07, -1.62], [-1.39, 5.11, 5.16], [-0.03, 5.53, 3.56], [-4.84, 4.26, 1.79], [-10.80, -0.14, 2.77], [-11.01, -1.91, 2.48], [-13.21, -1.38, -0.05], [-12.28, -2.63, 0.91], [-11.64, -3.35, -1.34], [-10.38, -1.98, -1.26], [-11.98, -1.69, -2.09], [4.81, -3.04, -3.01], [4.48, -4.16, -2.05], [3.82, -5.26, -2.66], [4.53, -5.93, -3.69], [5.85, -6.54, -3.22], [3.92, -2.71, -3.55], [5.24, -2.18, -2.48], [5.54, -3.35, -3.76], [3.80, -3.77, -1.28], [5.38, -4.50, -1.52], [4.69, -5.26, -4.54], [3.88, -6.73, -4.04], [6.56, -5.77, -2.91], [6.31, -7.12, -4.03], [5.68, -7.20, -2.37], [-16.64, -1.66, -3.11], [-15.29, -1.13, -3.56], [-14.45, -2.12, -4.13], [-14.94, -2.77, -5.29], [-15.18, -1.82, -6.46], [-16.52, -2.50, -2.43], [-17.21, -0.87, -2.60], [-17.24, -2.00, -3.95], [-14.76, -0.74, -2.68], [-15.41, -0.28, -4.25], [-15.84, -3.34, -5.06], [-14.18, -3.49, -5.59], [-15.98, -1.11, -6.24], [-15.47, -2.38, -7.35], [-14.28, -1.24, -6.68], [9.49, -6.01, 0.72], [9.65, -5.18, -0.54], [8.49, -4.44, -0.89], [8.04, -3.49, 0.06], [9.05, -2.39, 0.35], [8.62, -6.66, 0.64], [10.38, -6.62, 0.89], [9.35, -5.37, 1.60], [9.86, -5.85, -1.38], [10.52, -4.51, -0.47], [7.72, -3.98, 0.98], [7.14, -3.03, -0.37], [9.94, -2.79, 0.83], [8.62, -1.64, 1.01], [9.37, -1.91, -0.58], [11.65, 2.87, -2.53], [11.32, 1.75, -1.56], [10.66, 0.65, -2.17], [11.37, -0.02, -3.21], [12.68, -0.63, -2.74], [10.75, 3.20, -3.06], [12.07, 3.72, -1.99], [12.38, 2.56, -3.28], [10.64, 2.13, -0.80], [12.22, 1.40, -1.03], [11.52, 0.65, -4.06], [10.71, -0.83, -3.56], [13.39, 0.13, -2.43], [13.14, -1.21, -3.55], [12.52, -1.29, -1.89], [11.92, 0.38, 4.04], [12.08, 1.21, 2.78], [10.92, 1.95, 2.43], [10.46, 2.90, 3.38], [11.48, 4.00, 3.68], [11.05, -0.27, 3.97], [12.81, -0.23, 4.22], [11.77, 1.01, 4.93], [12.28, 0.54, 1.95], [12.95, 1.88, 2.86], [10.14, 2.40, 4.30], [9.57, 3.36, 2.95], [12.37, 3.60, 4.16], [11.04, 4.75, 4.34], [11.80, 4.48, 2.75], [-1.17, 8.13, -0.11], [0.12, 8.03, 0.67], [1.29, 8.11, -0.14], [1.46, 9.30, -0.89], [1.57, 10.55, -0.04], [-1.20, 7.38, -0.91], [-2.03, 7.98, 0.55], [-1.29, 9.11, -0.59], [0.16, 7.07, 1.17], [0.16, 8.79, 1.46], [0.66, 9.40, -1.64], [2.39, 9.18, -1.46], [0.64, 10.75, 0.50], [1.79, 11.42, -0.66], [2.37, 10.44, 0.71]],
  "mulliken_charge": [-0.613, -0.252, 0.621, -0.500, -0.232, -0.303, -0.591, -0.770, -0.134, -0.390, -0.918, 0.211, 0.151, -0.570, -0.527, -0.434, 0.292, -1.181, 0.478, 1.035, -0.768, -0.522, -0.410, -1.184, 0.470, 0.461, -0.126, -0.429, 0.280, -1.504, 0.123, 0.517, 1.219, -0.540, -0.532, -0.217, 0.914, -1.250, -0.247, -0.154, -0.824, 0.276, 1.219, -0.607, -0.575, 0.708, -0.225, -0.183, -0.214, 0.386, -0.358, -0.402, 0.203, 0.258, 0.262, 0.390, 0.058, 0.259, 0.378, 0.437, 0.392, -0.175, 0.318, 0.325, 0.333, 0.535, 0.289, 0.132, 0.430, 0.028, 0.490, -0.246, 0.267, 0.367, 0.284, 0.257, 0.263, 0.248, 0.450, 0.398, 0.486, 0.227, 0.216, 0.281, 0.253, 0.210, -1.337, -0.018, -0.336, -0.389, -0.920, 0.356, 0.427, 0.311, 0.183, 0.238, 0.316, 0.342, 0.134, 0.431, 0.275, -1.102, -0.246, -0.372, -0.333, -1.028, 0.300, 0.387, 0.274, 0.295, 0.289, 0.299, 0.305, 0.269, 0.384, 0.287, -1.101, -0.249, -0.419, -0.191, -1.275, 0.282, 0.415, 0.260, 0.360, 0.241, 0.380, 0.228, 0.282, 0.422, 0.345, -1.154, -0.053, -0.435, -0.353, -1.004, 0.300, 0.398, 0.278, 0.273, 0.176, 0.339, 0.344, 0.264, 0.389, 0.241, -1.132, -0.258, -0.372, -0.334, -1.062, 0.302, 0.393, 0.284, 0.282, 0.323, 0.313, 0.322, 0.265, 0.398, 0.277, -1.122, 0.194, -0.409, -0.339, -1.015, 0.265, 0.363, 0.380, -0.161, 0.299, 0.301, 0.338, 0.254, 0.387, 0.277]
}



{
  "formula": "C18H18ClN3O2S",
  "method": "ωB97M-V/def2-TZVPD",
  "e_above_lowest_kj_mol": 1884.23,
  "total_charge": 0,
  "multiplicity": 1,
  "energy_ev": -50862.2744,
  "symbols": ["C", "C", "C", "N", "C", "C", "S", "O", "O", "C", "N", "C", "C", "C", "C", "H", "H", "H", "H", "N", "H", "H", "C", "C", "C", "C", "C", "C", "C", "Cl", "H", "H", "H", "H", "H", "H", "C", "H", "H", "H", "H", "H", "H"],
  "positions_angstrom": [[-2.16, -2.49, -1.31], [-0.88, -2.04, -0.61], [0.46, -2.16, -0.87], [1.09, -1.66, 0.12], [0.21, -1.19, 0.86], [-1.16, -1.35, 0.64], [-2.60, -0.66, 1.49], [-3.70, -1.35, 1.09], [-2.21, -0.05, 2.56], [-2.79, 0.90, 0.31], [-1.82, 1.69, -0.21], [-2.04, 2.68, -1.06], [-3.16, 2.99, -1.27], [-4.27, 2.67, -0.54], [-4.12, 1.42, 0.06], [-5.00, 0.88, 0.79], [-5.24, 2.84, -0.66], [-3.31, 4.00, -1.68], [-0.94, 3.11, -1.45], [0.57, -0.19, 2.19], [1.32, -0.60, 2.52], [-0.32, 0.14, 2.79], [2.47, -1.39, 0.25], [2.87, -0.03, 0.58], [3.83, 0.39, 1.17], [4.35, 1.53, 1.62], [3.81, 2.35, 0.83], [2.93, 2.42, -0.22], [2.39, 0.92, -0.29], [1.40, 0.62, -1.62], [2.53, 3.16, -0.87], [4.09, 3.53, 0.86], [5.01, 1.76, 2.44], [4.18, -0.71, 2.02], [2.84, -2.20, 1.00], [2.91, -1.67, -0.72], [0.97, -3.00, -2.12], [1.52, -2.33, -2.33], [0.16, -3.44, -2.54], [1.49, -3.65, -1.47], [-2.00, -3.59, -1.58], [-2.50, -1.77, -2.03], [-3.20, -2.48, -0.74]],
  "nbo_charge": [-0.664, -0.056, 0.130, -0.406, 0.461, -0.518, 2.356, -0.901, -0.922, -0.082, -0.427, 0.024, -0.270, -0.189, -0.225, 0.215, 0.219, 0.207, 0.197, -0.898, 0.341, 0.433, -0.205, -0.229, 0.004, -0.277, -0.173, -0.219, 0.058, 0.051, 0.244, 0.183, 0.250, 0.099, 0.227, 0.233, -0.597, 0.200, 0.238, 0.204, 0.211, 0.224, 0.248]
}